1.
Below is an isolated molecule of C18H25BN2O11P2S at a distorted geometry, with properties calculated with ωB97M-V/def2-TZVPD.

```
! RIJCOSX wB97M-V def2-TZVPD def2/J DEFGRID3
* xyz 0 1
C 5.02 -1.84 -0.58
C 3.66 -2.67 -0.50
O 2.60 -2.07 0.23
C 1.97 -0.90 -0.32
P 2.24 -0.69 -2.15
O 1.88 -1.90 -3.21
O 2.29 0.87 -2.75
O 2.76 0.15 0.29
S 2.03 1.58 0.59
O 2.60 2.57 -0.32
O 2.49 1.98 1.93
C 0.21 1.51 0.70
C -0.53 2.86 0.39
C -0.12 3.65 -0.76
C -0.83 4.92 -1.00
C -1.84 5.18 0.02
C -2.13 4.33 1.15
N -1.48 3.16 1.31
C -0.47 0.21 0.01
C -1.94 -0.02 0.59
C -2.37 0.31 1.95
C -3.71 0.14 2.47
C -4.76 -0.42 1.63
C -4.38 -0.79 0.27
C -3.03 -0.58 -0.24
P -0.77 0.63 -1.81
O -2.08 1.65 -2.06
O -0.92 -0.72 -2.82
C 0.48 -1.06 0.27
C 0.70 -1.28 1.85
O 0.66 -2.66 2.26
O 1.46 -2.85 3.37
B -0.18 -2.47 -0.20
N -1.43 -3.05 0.32
O 0.44 -3.36 -1.14
H 5.12 -1.12 0.26
H 5.88 -2.57 -0.50
H 5.09 -1.35 -1.58
H 3.97 -3.57 0.12
H 3.39 -3.15 -1.48
H 2.66 -2.30 -3.62
H 2.10 0.88 -3.71
H 0.03 1.30 1.79
H 0.66 3.35 -1.49
H -0.61 5.60 -1.84
H -2.42 6.13 -0.08
H -2.91 4.64 1.89
H -1.63 0.71 2.69
H -4.00 0.43 3.51
H -5.81 -0.59 1.93
H -5.15 -1.25 -0.40
H -2.87 -0.91 -1.29
H -2.32 1.72 -3.00
H -1.67 -0.64 -3.43
H -0.09 -0.76 2.47
H 1.67 -0.87 2.23
H 1.24 -2.15 4.02
H -1.22 -4.04 0.50
H -1.65 -2.65 1.25
H 0.00 -3.23 -2.00
*
```

Calculated values
Kohn-Sham gap in eV: 6.586
SMILES: CCO[C@]1(P(O)O)OS(=O)(=O)[C@@H](c2ccccn2)[C@@](c2ccccc2)(P(O)O)[C@@]1(COO)B(N)O
E in eV: -74655.648
E_HOMO in eV: -6.72

2.
Below is a cluster of 7 separate species, C47H59BBrCl2F3N7O4 in total, with properties calculated with ωB97M-V/def2-TZVPD.

```
! RIJCOSX wB97M-V def2-TZVPD def2/J DEFGRID3
* xyz 1 1
C 5.80 -3.63 3.66
C 4.69 -2.83 3.06
Cl 5.25 -1.39 2.24
C 3.41 -3.14 3.06
Cl 2.93 -4.64 3.80
C 2.24 -2.39 2.47
C 2.18 -0.88 2.78
C 0.77 -0.36 2.45
B 0.70 1.23 2.59
O 0.01 1.84 3.61
O 1.41 1.91 1.65
C 0.32 -0.77 1.05
O -0.71 -1.66 1.10
C -1.53 -1.79 -0.07
C -2.66 -2.75 0.25
C -3.52 -2.90 -1.01
C -3.51 -2.27 1.43
C -2.95 -2.40 2.87
C -4.11 -2.28 3.87
C -2.13 -3.68 3.03
N 1.46 -1.47 0.25
C 2.49 -0.50 -0.24
O 2.60 -0.76 -1.63
C 3.05 0.30 -2.36
F 2.12 1.25 -2.47
F 4.11 0.85 -1.75
F 3.39 -0.13 -3.56
C 1.97 -2.70 0.98
Br 3.41 -3.47 -0.04
H 5.45 -4.23 4.49
H 6.23 -4.29 2.90
H 6.59 -2.96 4.00
H 1.36 -2.80 2.97
H 2.36 -0.76 3.85
H 2.93 -0.31 2.25
H 0.06 -0.81 3.15
H -0.83 2.26 3.39
H 1.17 2.85 1.61
H 0.09 0.10 0.41
H -0.94 -2.18 -0.91
H -1.91 -0.80 -0.36
H -2.21 -3.72 0.47
H -4.29 -3.66 -0.83
H -4.03 -1.97 -1.25
H -2.93 -3.22 -1.87
H -4.46 -2.81 1.38
H -3.75 -1.21 1.26
H -2.29 -1.55 3.06
H -4.18 -3.16 4.51
H -5.07 -2.17 3.36
H -3.97 -1.41 4.51
H -1.18 -3.61 2.52
H -1.95 -3.90 4.09
H -2.66 -4.53 2.59
H 1.00 -1.82 -0.59
H 3.43 -0.69 0.28
H 2.14 0.51 -0.04
H 1.18 -3.44 0.89
N -4.81 0.98 3.40
C -4.58 1.59 2.24
C -5.56 2.21 1.48
C -6.86 2.20 1.96
C -7.12 1.57 3.17
C -6.06 0.98 3.85
H -3.55 1.57 1.89
H -5.30 2.69 0.55
H -7.65 2.68 1.41
H -8.12 1.54 3.58
H -6.23 0.47 4.79
N -0.64 -5.94 0.97
C 0.29 -5.99 0.01
C 1.01 -7.14 -0.30
C 0.76 -8.29 0.43
C -0.20 -8.24 1.43
C -0.87 -7.05 1.66
H 0.45 -5.08 -0.55
H 1.74 -7.12 -1.09
H 1.30 -9.20 0.22
H -0.43 -9.12 2.02
H -1.63 -6.98 2.43
N 0.40 4.39 0.14
C -0.20 4.02 -0.99
C -1.14 4.79 -1.64
C -1.49 6.02 -1.09
C -0.87 6.42 0.08
C 0.07 5.57 0.66
H 0.10 3.06 -1.40
H -1.59 4.44 -2.56
H -2.24 6.65 -1.57
H -1.11 7.36 0.55
H 0.57 5.86 1.57
N 8.76 2.23 1.65
C 8.28 1.09 1.16
C 7.27 1.02 0.21
C 6.72 2.21 -0.25
C 7.20 3.40 0.25
C 8.22 3.36 1.20
H 8.74 0.18 1.54
H 6.93 0.06 -0.16
H 5.93 2.20 -0.99
H 6.80 4.35 -0.08
H 8.63 4.28 1.61
N 1.44 -0.09 -7.84
C 1.99 -0.36 -9.03
C 3.31 -0.76 -9.18
C 4.10 -0.89 -8.06
C 3.54 -0.61 -6.82
C 2.21 -0.22 -6.77
H 1.34 -0.25 -9.89
H 3.70 -0.97 -10.17
H 5.14 -1.19 -8.14
H 4.12 -0.69 -5.91
H 1.74 0.01 -5.82
N -4.47 7.31 -2.35
C -5.29 6.27 -2.52
C -6.56 6.38 -3.08
C -6.99 7.63 -3.49
C -6.15 8.72 -3.31
C -4.91 8.50 -2.74
H -4.92 5.31 -2.19
H -7.18 5.50 -3.20
H -7.97 7.76 -3.93
H -6.45 9.71 -3.62
H -4.22 9.33 -2.59
*
```

Calculated values
Kohn-Sham gap in eV: 9.247
E in eV: -172229.203
E_HOMO in eV: -11.22

3.
Below is a cluster of 2 separate species, C4H10O2 in total at a distorted geometry, with properties calculated with ωB97M-V/def2-TZVPD.

```
! RIJCOSX wB97M-V def2-TZVPD def2/J DEFGRID3
* xyz 0 1
C 1.36 -0.41 1.20
C 1.17 -0.52 -0.41
C 0.92 0.85 -1.03
H 2.01 0.36 1.60
H 1.87 -1.27 1.60
H 0.26 -0.15 1.58
H 0.35 -1.16 -0.68
H 2.02 -1.04 -0.85
H 0.95 0.87 -2.12
H -0.11 1.02 -0.78
H 1.59 1.55 -0.63
O -2.31 1.47 0.76
C -2.35 0.26 0.40
O -2.83 -0.12 -0.79
H -2.21 -0.67 1.08
H -2.67 -1.05 -0.93
*
```

Calculated values
Kohn-Sham gap in eV: 11.429
SMILES: O=CO.CCC
E in eV: -8404.042
E_HOMO in eV: -10.94

4.
Below is an isolated molecule of C4H7NO2 at a distorted geometry, with properties calculated with ωB97M-V/def2-TZVPD.

```
! RIJCOSX wB97M-V def2-TZVPD def2/J DEFGRID3
* xyz 0 1
O -0.44 0.77 2.06
C 0.40 0.50 0.95
C 0.61 -0.97 0.64
N 0.38 -1.20 -0.96
C -0.34 -0.08 -1.56
C -0.39 1.03 -0.40
O -0.98 2.08 -0.39
H -0.72 1.70 1.94
H 1.35 1.06 1.08
H 1.63 -1.32 0.76
H -0.08 -1.58 1.25
H -0.20 -2.03 -1.01
H -1.38 -0.33 -1.88
H 0.16 0.36 -2.45
*
```

Calculated values
Kohn-Sham gap in eV: 10.206
SMILES: O=C1CNC[C@@H]1O
E in eV: -9845.288
E_HOMO in eV: -9.32